Computed, not measured: 16 unconnected molecules or ions with the total composition C36H75BCl30O4 in a non-equilibrium geometry, with ωB97M-V with the def2-TZVPD basis set.

```
146
Properties=species:S:1:pos:R:3:forces:R:3
Cl 9.41301 -1.33875 -0.36041 0.07 0.02 0.03
Cl -2.87277 -6.03169 -0.64779 -0.05 -0.02 -0.07
Cl -2.48533 5.46709 7.81083 0.02 0.10 0.17
Cl -4.02752 3.90865 3.47302 -0.18 0.22 0.07
Cl 2.40093 4.31968 10.60281 0.13 -0.01 0.09
Cl 4.14182 -4.82777 0.59125 0.03 0.19 0.03
Cl -4.20677 4.25642 -3.17197 -0.16 0.35 -0.12
Cl 2.89913 3.66827 7.79082 0.02 -0.04 -0.01
Cl -9.52965 8.37002 -2.95424 -0.24 0.15 0.21
Cl -3.44418 2.19294 5.76850 0.26 0.04 -0.21
Cl -5.45093 2.23099 -4.84826 -0.12 -0.10 -0.14
Cl 11.54877 2.44492 1.41786 0.03 -0.03 -0.01
Cl 4.04605 -6.46213 -7.73924 -0.07 -0.07 0.00
Cl 2.03477 -7.99338 4.28340 -0.02 0.02 0.01
Cl -7.45215 10.27736 -2.17695 0.00 0.00 0.04
Cl -3.39156 -5.50904 2.18670 0.03 -0.02 0.05
Cl 9.56786 3.48367 -0.47229 -0.01 -0.01 -0.05
Cl 6.72679 -5.44876 -3.53322 -0.03 -0.13 0.08
Cl -5.45120 -0.17283 0.93422 -0.01 -0.01 0.04
Cl 7.20149 -3.15488 -0.95541 0.00 -0.02 0.00
Cl -7.52895 6.77920 -5.00433 0.14 -0.12 -0.17
Cl -6.19442 -0.16090 -1.90336 -0.37 0.07 0.14
Cl -7.39623 2.96900 6.29570 -0.03 0.00 -0.02
Cl 0.62894 -7.20554 1.83916 0.21 -0.06 -0.05
Cl -8.62180 4.06137 -5.24937 -0.06 0.06 0.00
Cl -0.70005 4.00532 9.61383 -0.11 0.00 -0.03
Cl 4.75196 -4.05425 -5.15431 0.10 -0.03 -0.20
Cl -5.55464 1.60750 8.12731 -0.25 -0.07 0.29
Cl 5.13842 -7.57584 0.48992 -0.01 0.00 -0.04
Cl 5.79115 -6.40972 -10.09012 0.01 0.04 -0.02
O 2.14439 -0.10093 -2.80671 0.13 -0.26 0.04
O 1.21837 -3.81217 2.13743 0.39 0.01 -0.18
O 0.73746 -1.52331 1.76090 -0.75 -0.43 0.47
O 0.68020 -3.00921 -1.21708 -0.07 -0.01 0.09
C 2.62967 1.95159 -0.99346 0.48 0.15 0.14
C 6.26925 0.93320 -1.97156 0.00 0.76 0.53
C -8.98654 5.79103 -5.13537 -0.11 -0.01 -0.06
C -7.15120 1.58547 7.37029 -0.03 -0.08 0.03
C 4.76521 -5.46326 -9.00738 0.04 0.12 0.01
C -8.78831 9.26590 -1.62104 0.02 0.01 0.09
C 2.99786 3.10728 9.46314 0.01 -0.07 -0.01
C 3.72022 1.51000 -1.97641 -0.14 0.48 0.26
C 1.69124 -1.44883 -2.73277 -0.01 -0.31 0.17
C 4.41741 -6.25041 -0.42256 -0.07 -0.15 -0.12
C 10.92583 2.37727 -0.23470 0.01 -0.03 -0.04
C -2.99491 -0.21426 -2.22621 0.06 0.15 -0.80
C -2.60117 1.14883 -2.80180 0.37 -0.09 0.56
C 5.08387 -5.48758 -4.18910 -0.05 -0.02 -0.02
C -5.11140 3.95117 -4.66133 0.11 0.05 -0.01
C -2.29073 4.04401 8.84716 -0.02 -0.18 0.06
C 1.00412 0.19475 3.43888 -0.20 -0.19 -0.40
C -1.28614 1.75376 -2.24899 -0.40 0.65 -0.20
C 0.96092 -6.80851 3.53130 0.02 0.13 0.13
C -1.92678 -1.28568 -2.34684 -0.01 -0.93 0.24
C 1.39660 -1.79839 -1.27317 0.27 0.28 -0.67
C -2.71774 -6.63918 1.00217 0.05 -0.04 -0.04
C 5.09018 1.68770 -1.30519 0.29 -0.42 -0.53
C -2.37426 1.40619 2.06924 -0.24 -0.66 -0.71
C -1.34858 2.76892 0.13742 -0.54 -0.42 -0.16
C -3.85709 3.82845 5.22970 -0.03 0.09 -0.12
C 0.89063 -1.31308 3.18470 0.64 1.18 -0.44
C -2.21476 -2.48148 -1.41211 -0.40 0.78 0.19
C -1.40359 3.02520 -1.37269 0.73 -0.09 0.23
C -2.23507 1.59614 0.54962 0.42 0.43 0.37
C -1.46093 -2.38906 -0.07847 0.07 -0.63 -0.32
C 3.50489 0.08895 -2.45915 0.05 0.10 0.19
C 2.60807 -2.44362 -3.42798 -0.36 0.57 -0.11
C -0.12370 -3.15738 -0.03463 -0.14 0.33 0.45
C -6.77429 -0.09856 -0.23548 -0.15 -0.03 -0.05
C 8.05686 -2.25905 0.30260 -0.13 0.03 0.10
B 0.64797 -2.81757 1.34026 0.31 0.16 -0.29
H 2.92058 1.66021 0.01580 -0.16 -0.19 0.15
H 3.48517 -2.70708 -2.84482 0.06 -0.15 0.16
H -0.67259 2.02056 -3.10564 0.17 -0.02 -0.09
H 0.85466 0.72471 2.50414 -0.06 0.06 -0.22
H -3.42472 1.27667 2.30142 -0.17 0.24 0.36
H -3.05141 4.07365 9.61841 0.02 0.10 0.01
H -2.25882 3.65401 -1.60778 -0.19 -0.25 -0.14
H 7.12134 1.60585 -2.04007 0.17 0.00 -0.04
H -2.09064 -2.85227 0.68448 0.04 -0.02 0.25
H 5.01140 1.36719 -0.26720 -0.01 -0.05 0.12
H 2.07514 -4.06764 1.75374 -0.42 -0.33 0.11
H 5.09445 -5.96947 -1.22221 0.10 0.05 0.11
H -3.85254 -0.57019 -2.80271 0.04 -0.01 0.08
H -3.40765 1.85835 -2.63957 -0.12 -0.07 0.06
H -6.04582 4.49272 -4.62460 -0.04 -0.04 0.09
H -0.38363 -4.21383 0.00908 0.10 -0.21 -0.23
H -2.08605 -3.43781 -1.90893 0.34 -0.15 0.03
H 4.03387 2.89372 9.69706 0.01 0.08 -0.01
H 2.01978 -3.31470 -3.69704 0.14 -0.31 0.13
H -9.59491 5.95386 -4.25386 0.07 -0.03 0.06
H -2.51161 1.05389 -3.88185 0.03 -0.07 -0.18
H -1.33392 -1.35441 0.23061 0.03 0.22 -0.11
H -7.90505 1.61543 8.14761 0.03 0.08 0.02
H -1.66337 -6.76606 1.20871 -0.12 0.07 0.05
H 6.05808 0.59641 -2.97808 -0.05 -0.23 -0.09
H 1.99391 0.46128 3.79298 0.03 0.09 0.27
H 5.36910 -4.69512 -8.53824 0.04 -0.06 0.05
H -1.95281 2.21193 2.65417 0.06 0.13 0.11
H -1.78516 0.69724 0.14873 -0.14 -0.22 -0.28
H 6.58518 0.11908 -1.32835 0.02 -0.42 -0.25
H -4.79705 4.11607 5.68649 -0.04 -0.10 -0.01
H -7.43037 -0.94413 -0.06620 0.06 -0.04 -0.01
H 0.74182 -1.47811 -3.25754 -0.17 0.23 -0.13
H -3.24256 -7.58377 1.08328 -0.09 0.06 -0.02
H -7.31275 0.83053 -0.09060 0.08 0.05 -0.01
H -0.93531 -0.92816 -2.10390 0.15 0.29 -0.11
H -0.32352 2.55391 0.43305 0.22 0.03 0.13
H -3.27808 -2.41333 -1.17691 -0.18 -0.21 0.02
H 2.94773 -1.98397 -4.35188 0.07 -0.03 -0.18
H 1.82125 -1.76315 3.50925 -0.12 -0.50 0.16
H 4.37689 -5.51117 -3.36658 0.02 0.06 0.02
H 0.83921 -0.95422 -0.86986 -0.14 0.02 0.30
H 3.96695 -5.01597 -9.58721 -0.03 -0.08 -0.01
H 3.46391 -6.57795 -0.82186 -0.04 0.01 0.10
H 0.02192 -6.79440 4.07189 -0.02 -0.08 -0.03
H -4.51608 4.28536 -5.50325 0.07 -0.07 0.03
H 0.22867 0.54499 4.10932 0.05 0.11 0.31
H 0.03056 -1.71935 3.70590 0.01 -0.29 0.04
H 4.97154 -6.36973 -4.80932 0.08 0.05 -0.07
H 11.72115 2.65192 -0.91710 0.00 0.08 0.04
H 1.43025 -5.83281 3.56445 0.01 -0.01 -0.08
H 3.84632 -0.57413 -1.65581 -0.24 -0.23 0.07
H -1.91305 0.46215 2.34195 0.32 -0.07 0.29
H 3.68863 2.19986 -2.82021 -0.09 -0.13 -0.33
H -9.52488 6.08902 -6.02725 0.06 -0.03 -0.04
H 7.36435 -1.56609 0.76650 0.00 0.04 -0.06
H -0.70380 1.02839 -1.69078 0.11 -0.24 0.05
H -3.20802 1.72644 0.08111 -0.18 -0.06 -0.03
H -1.89989 -1.66752 -3.36763 0.12 0.22 -0.22
H 2.57721 3.03752 -0.98433 -0.17 0.15 0.01
H -7.24320 0.67621 6.78826 0.07 0.03 -0.05
H 10.58464 1.36921 -0.43307 -0.06 -0.02 0.05
H -0.52664 3.63107 -1.60292 0.01 0.24 -0.09
H 1.65707 1.53623 -1.21803 -0.18 0.02 -0.15
H -3.35960 -0.12363 -1.21102 0.12 0.02 0.32
H 8.43577 -2.96018 1.03648 0.06 -0.03 -0.07
H -9.54120 9.90043 -1.16944 -0.01 0.03 -0.08
H 2.39463 2.21269 9.56463 -0.07 0.05 -0.02
H 5.34152 2.74321 -1.28296 -0.16 0.24 0.09
H 4.13231 -0.12425 -3.32192 0.10 -0.05 -0.15
H -2.40696 3.15619 8.23630 0.04 0.05 -0.07
H -8.40843 8.55460 -0.89751 0.05 -0.03 -0.07
H -1.68277 3.65085 0.68132 0.12 0.24 0.05
H 2.35979 -1.87075 -0.75730 -0.02 -0.09 0.40
H -3.06885 4.50054 5.53956 0.04 -0.10 -0.14
```
Positions in Å, forces in eV/Å.

The value obtained for the total energy is -15548.2379 a.u. The HOMO-LUMO gap comes out at 9.23 eV.

These are the Mulliken partial charges, in e, on atoms 1 to 6: atom 1 (Cl): -0.1611, atom 2 (Cl): -0.1462, atom 3 (Cl): -0.1745, atom 4 (Cl): -0.1357, atom 5 (Cl): -0.1573, atom 6 (Cl): -0.0830


Computed, not measured: a molecular structure, C3H6O in a non-equilibrium geometry, with ωB97M-V with the def2-TZVPD basis set.

```
10
Properties=species:S:1:pos:R:3:forces:R:3
O 1.48968 -1.00530 0.48067 0.34 -0.01 -0.20
C 0.17135 -0.85354 0.17732 -1.39 3.30 0.65
C -0.36363 0.14549 -0.79025 0.14 -0.17 0.22
C -0.58665 0.88981 0.50527 1.11 -3.06 -0.60
H 2.01187 -0.37974 -0.03509 -0.01 -0.10 0.00
H -1.25703 -0.17008 -1.31758 -0.01 0.05 -0.10
H -0.45236 -1.62913 0.57740 -0.10 -0.13 0.00
H 0.15618 1.56890 0.86881 0.28 0.12 0.06
H 0.36150 0.58915 -1.46709 0.05 -0.04 -0.11
H -1.53090 0.84444 1.00055 -0.40 0.04 0.06
```
Positions in Å, forces in eV/Å.

For the energy above the lowest of the compared OMol25 structures with the same formula, charge and spin, the calculation gives 54.5 kcal per mole. The value obtained for the total energy is -193.0564 a.u. The HOMO-LUMO gap comes out at 8.77 eV.

These are the Mulliken partial charges, in e, on atoms 1 to 6: atom 1 (O): -0.4852, atom 2 (C): -0.1435, atom 3 (C): -0.4425, atom 4 (C): -0.6290, atom 5 (H): 0.3140, atom 6 (H): 0.2274


Look up the HOMO-LUMO gap of the second one. 8.77 eV


Look up the HOMO-LUMO gap of the second one. 8.77 eV